(one)
{
  "formula": "CsH4O2",
  "method": "wB97M-V/def2-TZVPD",
  "orbital_gap_ev": 12.456,
  "charge": 1,
  "homo_ev": -16.173,
  "e_lumo_ev": -3.72,
  "species": ["Cs", "O", "H", "H", "O", "H", "H"],
  "positions_angstrom": [[-0.989, -1.004, -1.141], [-1.692, 1.321, 0.517], [-1.614, 2.046, 1.137], [-1.646, 1.736, -0.344], [1.809, -1.488, -0.385], [2.182, -2.024, 0.314], [1.950, -0.586, -0.098]],
  "nbo_charge": [0.994, -0.969, 0.504, 0.467, -0.973, 0.498, 0.478]
}

(two)
{
  "formula": "CsH4O2",
  "method": "wB97M-V/def2-TZVPD",
  "orbital_gap_ev": 12.372,
  "charge": 1,
  "homo_ev": -15.995,
  "e_lumo_ev": -3.62,
  "species": ["Cs", "O", "H", "H", "O", "H", "H"],
  "positions_angstrom": [[-0.139, -0.433, 0.641], [-1.112, 2.188, 1.643], [-0.333, 2.620, 1.267], [-1.870, 2.726, 1.367], [0.928, -2.124, -1.420], [1.767, -2.543, -1.175], [0.760, -2.432, -2.323]],
  "nbo_charge": [0.995, -0.974, 0.477, 0.500, -0.994, 0.493, 0.504]
}

Which of them is most stable? Easy: (two).

(one)
{
  "formula": "C6H13NO2",
  "method": "wB97M-V/def2-TZVPD",
  "orbital_gap_ev": 8.664,
  "homo_ev": -8.746,
  "e_lumo_ev": -0.08,
  "species": ["C", "C", "C", "C", "C", "N", "C", "O", "O", "H", "H", "H", "H", "H", "H", "H", "H", "H", "H", "H", "H", "H"],
  "positions_angstrom": [[-0.213, -0.811, 0.512], [-0.837, 0.448, 0.079], [1.608, 0.283, -2.347], [0.499, -0.877, 1.828], [-0.313, 1.754, 0.618], [-0.166, -1.739, -0.400], [-2.217, -0.082, 0.901], [0.282, -0.146, -2.382], [-2.573, 0.349, 1.952], [-1.188, 0.449, -0.949], [0.136, -1.101, -1.649], [0.296, -2.603, -0.140], [-2.829, -0.736, 0.251], [2.177, -0.056, -3.226], [2.141, -0.107, -1.466], [1.667, 1.381, -2.299], [1.465, -0.376, 1.743], [-0.064, -0.372, 2.609], [0.676, -1.913, 2.120], [-0.354, 1.787, 1.704], [0.717, 1.888, 0.296], [-0.910, 2.580, 0.243]],
  "nbo_charge": [0.380, -0.347, -0.237, -0.694, -0.623, -0.704, 0.449, -0.830, -0.504, 0.289, 0.481, 0.363, 0.133, 0.156, 0.132, 0.154, 0.250, 0.245, 0.229, 0.223, 0.224, 0.231]
}

(two)
{
  "formula": "C6H13NO2",
  "method": "wB97M-V/def2-TZVPD",
  "orbital_gap_ev": 9.277,
  "homo_ev": -8.808,
  "e_lumo_ev": 0.47,
  "species": ["C", "C", "O", "C", "C", "C", "C", "H", "H", "H", "H", "H", "H", "H", "H", "H", "H", "N", "O", "H", "H", "H"],
  "positions_angstrom": [[-1.729, -0.913, -0.101], [-0.466, -0.526, -0.969], [-0.395, -1.455, -2.075], [0.756, -0.688, -0.153], [1.515, 0.417, -0.096], [0.886, 1.582, -1.010], [-0.417, 0.950, -1.426], [-2.393, -1.474, -0.732], [-2.206, 0.026, 0.250], [-1.328, -1.537, 0.748], [0.492, -1.727, -2.150], [1.048, -1.641, 0.143], [2.494, 0.450, 0.433], [0.876, 2.508, -0.533], [1.521, 1.614, -1.953], [-1.192, 1.496, -1.017], [-0.823, 0.783, -2.463], [0.352, 0.043, 2.642], [-0.164, -1.140, 2.327], [-0.486, 0.707, 2.920], [0.684, 0.520, 1.765], [0.974, 0.005, 3.450]],
  "nbo_charge": [-0.635, 0.206, -0.721, -0.172, -0.276, -0.424, -0.455, 0.217, 0.190, 0.271, 0.465, 0.226, 0.215, 0.209, 0.214, 0.205, 0.243, -0.371, -0.715, 0.341, 0.394, 0.373]
}

Which of them is most stable? Easy: (one).

(one)
{
  "formula": "C6H6O",
  "method": "wB97M-V/def2-TZVPD",
  "orbital_gap_ev": 8.627,
  "homo_ev": -8.132,
  "e_lumo_ev": 0.49,
  "species": ["C", "C", "C", "C", "C", "C", "O", "H", "H", "H", "H", "H", "H"],
  "positions_angstrom": [[2.347, -0.569, 0.132], [1.485, 0.629, -0.116], [0.124, 0.364, -0.216], [-0.939, 1.120, -0.109], [-2.061, 0.096, 0.142], [-1.549, -1.062, -0.063], [-0.139, -0.988, -0.151], [3.445, -0.458, 0.143], [1.819, -1.514, 0.065], [1.768, 1.768, -0.048], [-1.165, 2.125, 0.118], [-3.027, 0.575, 0.304], [-2.109, -2.086, -0.200]],
  "nbo_charge": [-0.377, -0.227, 0.205, -0.277, -0.309, 0.094, -0.450, 0.204, 0.223, 0.229, 0.230, 0.235, 0.220]
}

(two)
{
  "formula": "C6H6O",
  "method": "wB97M-V/def2-TZVPD",
  "orbital_gap_ev": [5.668, 5.657],
  "homo_ev": [-6.922, -6.910],
  "e_lumo_ev": [-1.25, -1.25],
  "species": ["C", "C", "C", "C", "C", "O", "C", "H", "H", "H", "H", "H", "H"],
  "positions_angstrom": [[-1.673, 0.161, -1.631], [-1.674, -0.794, -0.677], [-0.458, -0.569, 0.051], [-0.114, -0.293, 1.355], [1.246, 0.284, 1.404], [1.740, 0.174, 0.048], [0.776, -0.332, -0.647], [-2.445, 0.251, -2.391], [-0.739, -0.387, 2.236], [1.262, 1.351, 1.654], [1.968, -0.251, 2.021], [0.984, -0.531, -1.695], [-0.873, 0.938, -1.728]],
  "nbo_charge": [-0.505, -0.317, -0.143, -0.141, -0.135, -0.382, 0.385, 0.184, 0.244, 0.240, 0.234, 0.230, 0.106]
}

(three)
{
  "formula": "C6H6O",
  "method": "wB97M-V/def2-TZVPD",
  "orbital_gap_ev": 8.566,
  "homo_ev": -8.692,
  "e_lumo_ev": -0.13,
  "species": ["C", "C", "O", "H", "H", "C", "C", "H", "H", "C", "C", "H", "H"],
  "positions_angstrom": [[-0.685, -1.450, 0.636], [0.505, -1.594, 0.071], [1.621, -1.981, 0.099], [-0.806, -1.550, 1.698], [-1.553, -1.221, 0.049], [0.446, -0.418, -1.993], [0.736, 0.765, -2.022], [0.059, -1.280, -2.482], [1.153, 1.729, -2.171], [-0.273, 1.416, 1.029], [-0.499, 1.969, 2.070], [0.015, 1.188, 0.022], [-0.718, 2.428, 2.995]],
  "nbo_charge": [-0.749, 0.670, -0.462, 0.270, 0.242, -0.280, -0.181, 0.261, 0.249, -0.239, -0.241, 0.230, 0.229]
}

Which of them is most stable? Easy: (one).

(one)
{
  "formula": "C6H6O",
  "method": "wB97M-V/def2-TZVPD",
  "orbital_gap_ev": 8.381,
  "homo_ev": -8.642,
  "e_lumo_ev": -0.26,
  "species": ["C", "C", "C", "C", "C", "C", "O", "H", "H", "H", "H", "H", "H"],
  "positions_angstrom": [[-0.074, 0.617, 1.138], [1.106, 0.550, 0.175], [0.722, -0.202, -1.173], [-0.666, -0.715, -0.901], [-1.129, -0.383, 0.481], [1.379, 1.175, -1.097], [-1.852, -0.012, -0.602], [0.306, 0.306, 2.176], [-0.342, 1.628, 1.254], [2.107, 0.624, 0.602], [1.137, -0.964, -1.761], [-1.001, -1.538, -1.493], [-1.693, -1.087, 1.202]],
  "nbo_charge": [-0.432, -0.363, -0.412, 0.051, 0.082, 0.188, -0.474, 0.233, 0.238, 0.257, 0.235, 0.210, 0.186]
}

(two)
{
  "formula": "C6H6O",
  "method": "wB97M-V/def2-TZVPD",
  "orbital_gap_ev": 11.123,
  "homo_ev": -10.177,
  "e_lumo_ev": 0.95,
  "species": ["C", "C", "C", "C", "O", "C", "C", "H", "H", "H", "H", "H", "H"],
  "positions_angstrom": [[-0.407, -1.927, -1.509], [0.303, -1.026, -1.147], [1.119, 0.055, -0.594], [0.579, 0.488, 0.794], [0.437, -0.593, 1.689], [-0.712, 1.163, 0.680], [-1.822, 1.623, 0.629], [-1.032, -2.728, -1.837], [2.155, -0.281, -0.475], [1.141, 0.906, -1.287], [1.309, 1.183, 1.223], [-0.379, -1.046, 1.418], [-2.693, 2.186, 0.415]],
  "nbo_charge": [-0.254, 0.004, -0.494, 0.035, -0.685, -0.037, -0.225, 0.241, 0.243, 0.244, 0.211, 0.480, 0.238]
}

Which of them is most stable? Easy: (two).